Here is an isolated ion of composition C4H7N2 and charge +1 at a distorted geometry from OMol25. Energies are from ωB97M-V/def2-TZVPD.

Relative energy (zero: lowest compared OMol25 entry of this formula, charge and spin) (eV): 2.434
Highest occupied orbital energy (alpha / beta) (eV): -10.113 / -15.838
Energy (Eh): -265.6351
HOMO-LUMO gap (alpha / beta) (eV): 6.71 / 7.19
F_max (Eh/bohr): 0.14378

The geometry in ORCA input format:
```
! wB97M-V def2-TZVPD RIJCOSX def2/J DEFGRID3
* xyz 1 3
C 2.46 -0.51 -2.10
C 1.51 0.08 -1.66
C -0.13 -0.05 0.08
C -1.06 0.82 0.90
N 0.10 -1.31 0.40
N 0.55 0.62 -0.87
H 3.17 -1.09 -2.56
H -2.09 0.73 0.49
H -0.95 0.18 1.82
H -0.82 1.87 0.81
H -0.62 -1.87 0.96
H 0.59 -1.76 -0.34
H 0.54 1.63 -0.76
*
```